C6H18BrO3 | ωB97M-V/def2-TZVPD

Cartesian coordinates (Å):
Br 1.4273 -0.9497 -0.8934
C -1.3854 0.2348 3.7872
C -0.2633 -0.2451 2.8942
O -0.4715 0.2953 1.6001
H -1.2257 1.2832 4.0511
H -1.4374 -0.3371 4.7168
H -2.3459 0.1632 3.2786
H -0.2327 -1.3414 2.8487
H 0.7099 0.0684 3.2963
H 0.2085 -0.0728 1.0053
C -1.8292 -3.0507 0.8185
C -2.1783 -2.2501 -0.4303
O -1.3882 -2.7020 -1.5333
H -0.7905 -2.8920 1.1066
H -2.0134 -4.1060 0.6180
H -2.4640 -2.7668 1.6684
H -2.0583 -1.1745 -0.3032
H -3.2049 -2.4992 -0.7131
H -0.4826 -2.3997 -1.3327
C 2.8898 3.4975 -3.4013
C 2.0422 2.3302 -2.9726
O 2.1180 2.2268 -1.5669
H 2.6896 3.8244 -4.4234
H 3.9525 3.2524 -3.3321
H 2.7220 4.3415 -2.7287
H 2.3789 1.4068 -3.4638
H 0.9925 2.4481 -3.2829
H 1.6395 1.4144 -1.3121

Its energy above the lowest of the compared OMol25 structures with the same formula, charge and spin is 0.0 kcal per mole. For the highest occupied orbital energy, the calculation gives -4.993 eV. The electronic energy is -3039.2267 a.u. Its net charge is -1. As for the HOMO-LUMO gap: 8.51 eV. The LUMO energy is 3.518 eV.

Atomic partial charges in e from the natural (NBO) method, atoms 1 to 6: -0.909 -0.622 -0.057 -0.763 0.198 0.193


C6H18ClHfN3OP | ωB97M-V/def2-TZVPD

Cartesian coordinates (Å):
Hf -0.4588 -2.4667 3.4205
Cl -2.9117 -2.0794 2.9673
O -0.0545 -1.3875 1.4806
P -0.0269 -0.3298 0.3908
N 0.1009 -1.0139 -1.1154
C 0.1420 -0.1445 -2.2951
C 0.6922 -2.3258 -1.3056
N 1.3300 0.6422 0.5100
C 2.6231 0.0001 0.6667
C 1.3454 2.0242 0.0694
N -1.3270 0.6332 0.3894
C -2.5048 0.4179 -0.4653
C -1.5654 1.4016 1.6299
H -0.0667 0.8956 -2.0471
H -0.6393 -0.4632 -2.9915
H 1.1172 -0.2037 -2.7826
H 1.7929 -2.3143 -1.2813
H 0.4589 -2.7070 -2.3022
H 0.3312 -3.0315 -0.5591
H 2.5223 -1.0712 0.8323
H 3.2075 0.0662 -0.2629
H 3.2193 0.5022 1.4325
H 1.6359 2.0645 -0.9943
H 0.3681 2.4864 0.1491
H 2.1125 2.6050 0.5865
H -2.9730 1.3497 -0.7794
H -2.2725 -0.2239 -1.3088
H -3.2752 -0.1281 0.0924
H -2.4797 1.9817 1.5321
H -0.7164 2.0549 1.8309
H -1.7276 0.7652 2.5100

Its energy above the lowest of the compared OMol25 structures with the same formula, charge and spin is 0.0 kcal per mole. For the highest occupied orbital energy, the calculation gives -18.829 eV. The electronic energy is -1327.2439 a.u. Its net charge is +3. As for the HOMO-LUMO gap: 2.99 eV. The LUMO energy is -15.840 eV.

Atomic partial charges in e from the natural (NBO) method, atoms 1 to 6: 2.261 -0.331 -1.216 2.469 -0.633 -0.444


C6H18F10KN5O28P2S10 | ωB97M-V/def2-TZVPD

Cartesian coordinates (Å):
K 3.3562 14.6458 11.4607
N 2.3395 9.8779 8.6324
S 2.5146 8.4401 9.0732
O 3.1368 8.2224 10.3970
O 2.6109 7.4039 8.0535
F 1.0019 8.1565 9.4750
S 3.8777 10.0681 8.0112
O 4.2768 9.3211 6.8240
O 4.9334 10.2471 9.0088
F 3.7456 11.5224 7.3671
N 8.5202 18.8851 6.8864
S 7.1198 19.3259 6.0372
O 5.8435 19.4177 6.6970
O 7.1807 18.7599 4.6700
F 7.6319 20.8116 5.7088
S 7.7786 17.8003 7.7701
O 7.2140 16.7358 6.9589
O 7.1007 18.2594 9.0121
F 9.0324 16.9953 8.4097
N 4.9115 15.1041 13.5801
S 6.4991 14.4971 13.0806
O 7.4556 14.1749 14.1641
O 7.0984 15.1424 11.9073
F 5.8749 13.0689 12.6634
S 5.4304 16.5646 13.8158
O 5.4053 17.3497 12.6048
O 6.4503 16.7359 14.8637
F 4.1155 16.9911 14.6688
N 9.8828 12.3733 6.7774
S 9.4950 13.8187 5.9735
O 10.3693 14.8981 6.4792
O 8.0725 14.1068 5.5625
F 10.3854 13.4398 4.6099
S 8.7024 12.4735 7.6034
O 7.4822 11.8860 7.0516
O 8.6477 13.5847 8.5785
F 9.1789 11.3229 8.5908
N 3.9551 14.8673 8.8560
S 3.9473 16.2333 7.8052
O 4.4647 16.1633 6.4432
O 4.1050 17.5200 8.4342
F 2.3314 16.0874 7.5990
S 5.3300 14.4793 8.5079
O 6.2871 15.1858 9.3177
O 5.6101 13.8795 7.2062
F 5.3947 13.0470 9.3942
C -0.1453 15.7232 5.5309
O -0.6445 14.4789 5.0013
P 0.1208 13.0592 5.2356
O 0.2096 12.5242 6.6279
O -0.5469 12.0256 4.2124
C -1.9620 12.0565 4.2562
O 1.5856 13.3531 4.5489
C 2.6865 13.5037 5.3586
H 0.9425 15.7870 5.5069
H -0.3896 16.1139 6.5188
H -0.4461 16.2527 4.6269
H -2.1816 12.0467 3.1886
H -2.4987 12.8740 4.7375
H -2.3104 11.1175 4.6863
H 3.4872 12.7711 5.2574
H 2.5106 13.6665 6.4219
H 3.1913 14.3825 4.9574
C 2.6994 20.3841 1.2258
O 2.5751 18.9893 1.4069
P 2.6805 18.1917 2.8523
O 3.8027 17.2676 3.0271
O 2.4090 19.3614 3.9095
C 2.3091 19.1210 5.2966
O 1.2249 17.3366 2.9807
C 1.1043 16.1311 2.2712
H 2.7372 20.8514 2.2098
H 1.8532 20.8008 0.6794
H 3.5379 20.6314 0.5749
H 3.1299 19.7444 5.6513
H 2.6357 18.1018 5.5031
H 1.3730 19.4087 5.7753
H 1.1254 15.2265 2.8789
H 1.6502 15.8687 1.3650
H 0.1194 16.2164 1.8121

For the highest occupied orbital energy, the calculation gives 0.310 eV. The electronic energy is -8882.9293 a.u. Its net charge is -4. As for the HOMO-LUMO gap: 5.67 eV. The LUMO energy is 5.975 eV.

Atomic partial charges in e from the Mulliken method, atoms 1 to 6: 0.850 -0.191 0.979 -0.650 -0.637 -0.320


C6H18FO3S3Sn | ωB97M-V/def2-TZVPD

Cartesian coordinates (Å):
Sn 4.6606 2.8769 -0.0781
F 6.9403 7.6230 -0.5568
C 1.4505 -2.3561 -4.4368
S -0.1082 -1.7032 -3.6664
O 0.3323 -0.4837 -2.8372
C -0.8635 -1.0374 -5.1623
H 2.0916 -2.7660 -3.6564
H 2.0473 -1.4956 -4.7397
H 1.3206 -2.9553 -5.3380
H -0.4596 -0.0580 -5.4186
H -1.9277 -0.8442 -5.0274
H -0.8678 -1.6431 -6.0685
C -3.8728 3.2522 0.8630
S -3.0577 4.8332 0.3509
O -1.5518 4.6254 0.2368
C -3.7739 4.8460 -1.3671
H -4.9552 3.3165 0.9738
H -3.5081 2.8679 1.8155
H -3.7724 2.5028 0.0779
H -4.8629 4.8074 -1.3927
H -3.5840 3.9364 -1.9369
H -3.4296 5.6438 -2.0253
C 3.0086 -4.0782 5.8012
S 2.4632 -2.5483 5.0333
O 3.4841 -2.2359 3.9811
C 1.0289 -3.3633 4.3120
H 2.2774 -4.3398 6.5662
H 3.9722 -3.8957 6.2769
H 3.1982 -4.8664 5.0725
H 0.5716 -2.5360 3.7692
H 0.3398 -3.8520 5.0008
H 1.4081 -4.0735 3.5773

Its energy above the lowest of the compared OMol25 structures with the same formula, charge and spin is 221.7 kcal per mole. For the highest occupied orbital energy, the calculation gives -10.945 eV. The electronic energy is -1973.1478 a.u. Its net charge is +1. As for the HOMO-LUMO gap: 1.83 eV. The LUMO energy is -9.114 eV.

Atomic partial charges in e from the natural (NBO) method, atoms 1 to 6: 1.394 -0.402 -0.815 1.213 -0.984 -0.852


C6H18IO6 | ωB97M-V/def2-TZVPD

Cartesian coordinates (Å):
I 1.5758 -2.8807 -0.5069
C -3.5327 -0.6960 4.5685
C -3.8122 0.4512 3.5651
O -2.6226 1.0853 3.0734
O -3.0867 -1.9093 3.9031
H -4.3850 -0.8579 5.2284
H -2.8143 -0.3911 5.3294
H -4.3281 1.2184 4.1424
H -4.3957 0.1704 2.6882
H -2.2181 0.5223 2.4093
H -2.2401 -1.7049 3.4992
C 7.7934 1.4966 1.8066
C 8.6594 1.7847 0.5982
O 8.7774 0.7034 -0.3104
O 6.3941 1.4599 1.4762
H 8.0777 2.3759 2.3846
H 7.9794 0.6481 2.4651
H 9.6799 2.1334 0.7565
H 8.2567 2.6063 0.0059
H 9.1130 1.1794 -1.0735
H 6.1667 0.7093 0.9226
C -4.2060 -0.9439 -4.6503
C -5.5716 -0.5382 -5.2812
O -6.3672 -1.6391 -5.4309
O -4.4532 -1.4970 -3.3258
H -3.5356 -0.0881 -4.5713
H -3.6954 -1.7339 -5.2009
H -5.3726 -0.0341 -6.2269
H -6.0020 0.1938 -4.5978
H -6.2692 -2.0684 -4.5778
H -3.5652 -1.7558 -3.0689

Its energy above the lowest of the compared OMol25 structures with the same formula, charge and spin is 54.5 kcal per mole. For the highest occupied orbital energy, the calculation gives -3.437 eV. The electronic energy is -988.5376 a.u. Its net charge is -1. As for the HOMO-LUMO gap: 5.82 eV. The LUMO energy is 2.379 eV.

Atomic partial charges in e from the natural (NBO) method, atoms 1 to 6: -1.000 -0.100 -0.093 -0.726 -0.720 0.177


C6H18IOP2 | ωB97M-V/def2-TZVPD

Cartesian coordinates (Å):
C 2.9913 -0.7986 -0.3191
C 1.5639 -1.0353 -0.8416
C 0.7983 -1.9789 0.0909
C -0.4860 -2.5699 -0.5206
O -1.7085 -2.1430 0.0436
P -1.9164 -0.4382 0.2637
P -2.1650 1.7609 0.6951
C -1.5539 2.6597 -0.7770
C -0.9174 2.1119 2.0090
H 3.0006 -0.9382 0.7640
H 3.3375 0.2102 -0.5222
H 3.6715 -1.5491 -0.7219
H 1.6324 -1.5070 -1.8213
H 1.0808 -0.0601 -0.9084
H 1.4751 -2.8210 0.2667
H 0.6268 -1.5170 1.0618
H -0.4599 -3.6511 -0.3771
H -0.4806 -2.4192 -1.6060
H -3.2873 -0.6140 0.0718
H -1.1391 -0.1973 -0.8992
H -1.4133 -0.5805 1.5788
H -2.3009 3.3580 -1.1571
H -0.6788 3.2487 -0.4796
H -1.2011 2.0011 -1.5646
H -0.0337 2.5590 1.5531
H -1.3354 2.7646 2.7698
H -0.5882 1.1951 2.5050
I 1.4870 2.9492 -1.1577

Its energy above the lowest of the compared OMol25 structures with the same formula, charge and spin is 0.0 kcal per mole. For the highest occupied orbital energy, the calculation gives -3.482 eV. The electronic energy is -1295.0457 a.u. Its net charge is -1. As for the HOMO-LUMO gap: 6.78 eV. The LUMO energy is 3.298 eV.

Atomic partial charges in e from the natural (NBO) method, atoms 1 to 6: -0.610 -0.414 -0.441 -0.067 -0.860 0.793


C6H18N2O | ωB97M-V/def2-TZVPD

Cartesian coordinates (Å):
C -1.6129 0.5071 -0.7620
N -0.7463 -0.1534 -1.7266
C -0.6032 0.8213 -2.8336
C 0.5584 -0.3886 -1.1192
C 0.4355 -1.6415 -0.1505
C 0.3635 -1.3063 1.3354
C 1.3461 -0.2894 1.9010
N 2.7619 -0.5177 1.6886
H -1.6330 0.0139 0.1975
H -2.6365 0.5684 -1.1280
H -1.3704 1.5528 -0.5346
H -1.5618 0.9236 -3.2709
H -0.0989 1.7313 -2.4795
H 0.1805 0.4104 -3.4770
H 0.7823 0.4473 -0.4494
H 1.3826 -0.6456 -1.7740
H -0.4756 -2.0885 -0.5248
H 1.2475 -2.3357 -0.3644
H -0.5916 -0.8238 1.5559
H 0.2868 -2.1947 1.9405
H 1.1350 0.7132 1.5704
H 1.1529 -0.2933 2.9801
H 3.2670 0.2360 1.2460
H 3.1267 -1.4338 1.4877
O -2.3826 2.4273 1.4500
H -2.7524 1.5407 1.3331
H -1.5616 2.2187 1.9085

Its energy above the lowest of the compared OMol25 structures with the same formula, charge and spin is 33.9 kcal per mole. The structure (SMILES) is CN(C)CCCCN.O. For the highest occupied orbital energy, the calculation gives -8.771 eV. The electronic energy is -424.0958 a.u. As for the HOMO-LUMO gap: 9.50 eV. The LUMO energy is 0.728 eV.

Atomic partial charges in e from the natural (NBO) method, atoms 1 to 6: -0.446 -0.432 -0.415 -0.232 -0.416 -0.412